{
  "formula": "C6H12S",
  "method": "ωB97M-V/def2-TZVPD",
  "species": ["C", "C", "C", "C", "C", "C", "S", "H", "H", "H", "H", "H", "H", "H", "H", "H", "H", "H", "H"],
  "xyz": [[1.4102, 0.2190, 0.1747], [0.7055, -0.2205, -2.6182], [0.7131, 0.3632, 1.4694], [-0.4284, 1.4086, 1.3423], [-1.5663, 0.7530, 0.6047], [-0.2667, -1.9431, -0.4922], [0.1987, -0.2531, -0.9921], [1.8550, 1.2083, -0.3552], [0.1616, -0.6735, -3.4070], [0.8143, 0.7149, -2.9640], [0.3628, -0.5678, 1.6498], [1.5318, 0.6024, 2.1232], [-0.5226, 1.7436, 2.4574], [0.1057, 2.2737, 0.9653], [-1.9749, -0.1895, 1.1537], [-2.1877, 1.3476, 0.0616], [0.6668, -2.6516, -0.3524], [-0.6696, -1.8550, 0.4732], [-0.9093, -2.2802, -1.2944]],
  "forces_ev_per_angstrom": [[0.5, 1.7, -3.4], [-0.4, -2.4, 1.9], [1.6, 2.5, -1.8], [0.4, -0.3, 2.7], [2.4, -2.2, 2.7], [3.0, -0.9, -1.3], [0.6, -0.3, 0.6], [-0.6, -2.1, 1.5], [-0.9, -1.4, 0.0], [0.9, 3.8, -0.5], [-1.3, -2.8, 1.5], [-0.1, 0.4, 0.9], [-1.0, -0.7, -1.7], [-0.7, 0.3, -1.0], [0.5, 1.9, -1.2], [-1.8, 1.3, -1.6], [-1.6, 1.7, -0.8], [-1.1, 0.1, 0.8], [-0.4, -0.4, 0.3]],
  "orbital_gap_ev": [7.2, 6.7],
  "de_lowest_kj_mol": 732.7
}